A molecular structure, C8H11N in a non-equilibrium geometry, computed with the ωB97M-V functional and the def2-TZVPD basis.

Last column: Löwdin charge in e.
Positions of all 20 atoms, in Å:
C: -1.2640 0.9742 -0.0967  -0.2381
H: 1.8580 2.2059 0.2128  0.0819
H: 0.4029 -0.6606 1.2600  0.1320
H: -1.6299 2.0112 -0.1652  0.1426
C: -1.2576 -1.0185 0.0516  -0.1949
C: 1.5633 1.2147 0.0955  -0.0323
H: 3.5234 0.2134 0.2395  0.1177
H: -1.4687 -0.1368 -1.8813  0.0996
H: -1.2470 0.1228 1.9983  0.1020
H: -2.8233 0.0871 1.2382  0.1149
H: -1.6258 -2.0551 0.1163  0.1365
C: 2.3973 0.1506 0.1893  -0.0869
H: 1.8850 -1.4023 -1.2221  0.1109
C: 0.2963 -0.6913 0.1605  -0.2480
N: -1.8471 -0.0908 -0.9427  0.0092
C: -1.7472 0.0715 1.0409  -0.0985
C: 1.7177 -1.1586 -0.1787  -0.1286
H: 2.1131 -1.9476 0.4315  0.0982
H: 0.3475 0.6587 -1.3917  0.1503
C: 0.2265 0.7137 -0.3019  -0.2686

Cartesian forces (eV/Å) of the 6 atoms listed first:
C -0.787 1.233 0.413
H 0.435 1.560 0.123
H 0.014 0.161 -0.230
H 0.023 -0.477 -0.287
C 0.020 -0.557 0.066
C 0.803 -1.826 0.977

Computed properties:
HOMO level   -8.97 eV
Calculated total energy   -366.0618 a.u.
Charge   0

---

A molecular structure, C6H18AsCuF6O7P in a non-equilibrium geometry, computed with the ωB97M-V functional and the def2-TZVPD basis.

Last column: Löwdin charge in e.
Positions of all 40 atoms, in Å:
C: -0.2002 2.2222 0.7015  -0.2461
F: 3.7166 -2.2833 3.8477  -0.3111
H: 1.3968 1.3610 -4.0897  -0.2294
Cu: 1.9096 -0.4725 -1.5529  0.2375
F: 2.4069 -0.8997 0.9312  -0.2496
H: 0.5978 1.6261 0.2592  0.1064
As: 3.1003 -1.6232 2.3447  0.6984
C: -2.5123 -2.3417 2.2935  -0.0879
H: -3.4058 -2.0213 2.8503  0.0622
P: -1.6037 0.2832 -0.3417  0.3819
O: 4.1275 -0.4346 -1.5916  -0.5162
H: 0.7156 -2.8304 -2.7165  -0.2055
O: -1.4883 1.5426 0.6582  -0.2056
O: -2.5857 0.7569 -1.4744  -0.1760
O: 1.9718 0.7377 -3.6157  -0.5355
C: -1.7765 -1.2071 1.6518  -0.2708
H: -1.4747 0.1366 -4.0133  0.0919
O: 1.6110 -2.5636 -2.4632  -0.5419
H: -1.8626 -2.9099 2.9578  0.0775
C: 0.0750 2.6215 2.1462  -0.0710
H: -0.8909 2.8627 2.5906  0.0634
H: 0.5950 1.8093 2.6506  0.0693
H: -2.8316 2.4243 -2.5375  0.1063
C: -2.1875 0.9473 -3.8812  -0.0750
H: -0.3727 3.1236 0.1037  0.1069
H: -3.2047 0.5911 -4.0763  0.0635
C: -2.1030 1.6013 -2.5252  -0.2766
H: -1.1204 2.0295 -2.3260  0.1202
F: 4.0774 -2.6939 1.4463  -0.2338
H: 4.4711 -0.0120 -0.7923  -0.1773
H: 0.6972 3.5175 2.1167  0.0664
O: -2.5071 -0.7013 0.5127  -0.1635
O: -0.3047 -0.1662 -0.7905  -0.1832
H: -1.4672 -0.4346 2.3605  0.1191
F: 4.3439 -0.4122 2.3612  -0.2767
H: -0.8060 -1.5858 1.3033  0.1251
F: 2.1180 -0.5472 3.3517  -0.3215
H: -2.9471 -3.0525 1.5854  0.0733
H: -2.0787 1.7851 -4.5785  0.0720
F: 1.8000 -2.7865 2.3418  -0.2871

Cartesian forces (eV/Å) of the 6 atoms listed first:
C -0.536 0.744 0.105
F 0.144 -0.252 0.186
H -0.102 -0.044 0.128
Cu 1.431 -0.602 -1.629
F 0.094 -0.143 0.688
H -0.092 -0.119 -0.033

Computed properties:
HOMO level   4.02 eV
Calculated total energy   -5582.8647 a.u.
Charge   -3

---

Among the records above, which one has the highest charge?
C8H11N

---

Which of these has the highest calculated total energy?
C8H11N